# 1
Below is an isolated molecule of C6H11NO2, with properties calculated with ωB97M-V with the def2-TZVPD basis set.

Structure (XYZ):
```
20
Properties=species:S:1:pos:R:3:forces:R:3:nbo_charge:R:1
O -2.3145 -1.2391 0.6760 1.0 0.1 1.9 -0.7172
C -1.3708 -1.3880 -0.3688 1.0 -0.7 -1.0 -0.1199
C -0.0888 -0.6646 -0.0268 3.2 -0.1 -1.3 -0.0862
C 0.1567 0.6453 0.0651 -1.4 1.6 -0.3 0.0063
C -0.8881 1.7603 0.0859 0.3 -0.5 0.3 -0.0897
O -2.1426 1.3492 -0.4372 0.0 -0.7 1.0 -0.7340
C 1.5793 1.0907 0.2644 0.6 -0.2 0.6 -0.2509
N 2.2774 -0.2548 0.2023 0.0 1.8 1.9 -0.6348
C 1.3984 -1.3032 -0.1967 -1.7 -1.5 -1.8 -0.2211
H -1.7269 -1.2558 1.5019 -1.6 0.1 -1.4 0.4803
H -1.0786 -2.4734 -0.4606 -0.6 0.9 -0.3 0.1805
H -1.8277 -0.9670 -1.3265 0.6 -0.9 1.3 0.2161
H -0.8729 2.0565 1.1806 -0.6 0.2 -1.0 0.1664
H -0.5859 2.6425 -0.5287 0.0 -0.7 0.6 0.1945
H -2.3914 0.4786 -0.0059 0.1 1.5 -0.3 0.4888
H 1.6171 1.6134 1.2975 0.3 -1.0 -1.3 0.1934
H 2.0123 1.9305 -0.4423 -1.0 -1.9 0.8 0.2045
H 3.0608 -0.2325 -0.3925 1.0 0.2 -0.5 0.3644
H 1.5988 -2.3910 0.2436 -0.5 2.4 -0.4 0.1950
H 1.5873 -1.3975 -1.3313 -0.8 -0.6 1.3 0.1638
```
Forces are in eV/Å.

The total energy is -11982.9475 eV. As for the SMILES: OCC1=C(CO)CNC1. As for the energy above the lowest of the compared OMol25 structures with the same formula, charge and spin: 3.321 eV.

# 2
Below is a 2-piece molecular cluster, C3H3N3O overall, with properties calculated with ωB97M-V with the def2-TZVPD basis set.

Structure (XYZ):
```
10
Properties=species:S:1:pos:R:3:forces:R:3:nbo_charge:R:1
N 2.0321 -0.1543 0.2500 -0.7 -0.4 0.1 -0.5937
C 1.0339 -0.8343 0.2884 0.5 0.4 0.0 0.5423
C -0.1738 -1.3785 0.4000 0.2 0.1 -0.1 -0.5810
C -1.2245 -0.5662 -0.2215 0.0 0.2 -0.2 0.4040
O -0.9915 0.4349 -0.8700 -0.3 -0.5 0.1 -0.5664
H 2.6174 -0.0926 -0.5766 0.0 -0.2 0.1 0.4079
H -0.3548 -2.3335 0.8778 0.1 0.2 -0.1 0.2581
H -2.2658 -0.9108 -0.0892 0.1 -0.1 0.1 0.1259
N 0.1412 2.8850 -0.3013 -1.6 0.3 1.0 0.0029
N -0.8143 2.9503 0.2424 1.7 0.0 -0.9 0.0001
```
Forces are in eV/Å.

The total energy is -9676.5426 eV. As for the SMILES: N=C=CC=O.N#N. As for the energy above the lowest of the compared OMol25 structures with the same formula, charge and spin: 0.912 eV.

# 3
Below is a 2-piece molecular cluster, C5H16N2O overall, with properties calculated with ωB97M-V with the def2-TZVPD basis set.

Structure (XYZ):
```
24
Properties=species:S:1:pos:R:3:forces:R:3:lowdin_spin:R:1
C -0.6254 -0.8612 1.4593 0.7 0.0 -1.6 0.0377
N 0.8173 -0.9967 1.1165 -0.1 -0.8 -0.3 0.0068
C 1.2463 -1.4853 -0.2603 -1.9 5.6 1.7 0.0106
C 1.9095 -0.2110 -0.9501 -3.4 2.3 2.9 0.0510
C 2.3854 -0.5698 -2.2749 -2.2 2.5 -2.9 0.0185
N 1.1598 -0.6687 -3.2163 4.6 -1.3 -1.9 0.0141
C -1.3497 0.3440 0.7884 -0.6 0.3 -0.1 0.2126
H -0.6606 -0.6277 2.5658 -0.3 -1.1 -1.1 0.0167
H -1.0442 -1.8217 1.0479 -0.1 0.7 1.3 0.0049
H 1.2690 -0.1109 1.3007 0.0 0.0 -0.1 0.0128
H 1.9873 -2.1238 -0.1709 3.7 -3.5 0.9 0.0010
H 0.4865 -2.0145 -0.8034 -0.8 0.5 -0.4 0.0039
H 0.9257 0.5742 -0.9733 2.8 -1.8 -0.4 0.0258
H 2.6251 0.4209 -0.2348 -1.1 -2.0 -1.4 0.0162
H 2.9344 0.2393 -2.7932 0.5 -0.4 0.8 0.0077
H 2.9264 -1.4667 -2.3361 0.8 -1.3 0.1 0.0005
H 0.3231 -0.3762 -2.8824 -2.8 1.1 2.0 0.0198
H 1.4044 0.0026 -3.9411 -0.5 -0.4 -0.1 0.0088
H -1.2289 0.4988 -0.3591 0.2 -0.4 2.0 0.0419
H -2.4819 0.1874 0.9250 1.5 0.6 0.0 0.0506
H -0.9667 1.2399 1.3966 -0.9 -0.7 -1.3 0.0776
H -3.8337 4.0340 3.2430 -0.2 -0.4 -0.2 0.0650
H -4.1403 3.0102 2.1606 0.4 -0.3 -0.6 0.0778
O -4.4703 3.3365 2.9975 -0.1 0.7 0.8 0.2176
```
Forces are in eV/Å.

Its net charge is -1. Its multiplicity is 2. The total energy is -10468.4254 eV. As for the energy above the lowest of the compared OMol25 structures with the same formula, charge and spin: 2.395 eV.